# 1
The following is a quantum chemistry calculation of a cluster of 2 separate species, C5H7NOS in total in a non-equilibrium geometry, from the Open Molecules 2025 dataset.

XYZ file:
```
15
Properties=species:S:1:pos:R:3:nbo_charge:R:1
C 2.68528 -0.91147 0.36963 -0.135
C 0.62017 0.19815 -0.39117 -0.388
C 1.68961 0.96916 -0.07773 0.277
C -2.47383 -0.97846 0.18220 -0.724
C -2.28132 0.34081 -0.46647 -0.025
N 2.79151 0.37958 0.35668 -0.473
O 1.66445 2.33877 -0.09444 -0.685
S 1.15849 -1.49847 -0.19331 0.293
H 3.48037 -1.55176 0.56011 0.203
H -2.52710 -0.72967 1.21732 0.236
H -1.60246 -1.51441 -0.00337 0.274
H -3.19964 -1.56521 -0.29778 0.245
H -2.26261 1.32067 0.10634 0.218
H -2.17108 0.49151 -1.52419 0.201
H 2.42817 2.71082 0.25617 0.483
```

HOMO level (alpha / beta) = -7.96 / -7.96 eV
total charge = 0
DFT total energy = -19665.9072 eV
Kohn-Sham gap (alpha / beta) = 6.286 / 6.287 eV

***

# 2
The following is a quantum chemistry calculation of a structure of composition C25H53ClOP2PtSi2 in a non-equilibrium geometry, from the Open Molecules 2025 dataset.

XYZ file:
```
85
Properties=species:S:1:pos:R:3:lowdin_spin:R:1
Pt 0.58072 0.55194 -0.91058 1.344
C -0.70526 -0.56385 1.74419 0.250
C 0.21164 -1.17531 2.67766 0.109
C -0.03809 -0.51914 3.89422 0.191
Si 1.13252 -2.72929 2.14726 0.011
C -1.12606 0.37887 3.74549 0.192
C -1.61203 0.32823 2.42788 0.109
Si -3.19763 0.84044 1.55333 0.011
H -2.62927 -3.01744 1.16661 0.001
H 0.51751 -0.70364 4.81063 0.009
H -1.55109 1.00317 4.52668 0.009
Cl 1.80766 1.73389 -2.61945 0.305
C -4.49330 -0.49029 1.79758 0.004
C -3.78361 2.42303 2.35492 0.001
C 0.03148 -4.21992 2.41771 0.004
C 2.64239 -2.87463 3.23768 0.001
H -3.85054 2.26393 3.44187 0.000
H -4.78636 2.67460 1.97897 0.000
H -3.10833 3.26714 2.16665 0.000
H -4.32810 -1.36829 1.16032 0.000
H -5.48042 -0.06914 1.56005 0.001
H -4.51252 -0.82665 2.84376 0.000
H 2.32631 -2.80526 4.28950 0.000
H 3.38241 -2.08827 3.04327 0.000
H 3.11269 -3.85665 3.08153 0.000
H -0.46528 -4.16349 3.39644 0.000
H 0.65525 -5.12483 2.40694 0.001
H -0.74321 -4.32312 1.64742 0.000
C -2.86807 0.99067 -0.32199 0.020
C 1.52325 -2.63011 0.28067 0.020
P -1.36039 1.78336 -1.02582 0.191
H -3.75619 1.49380 -0.73885 0.002
H -2.85987 -0.03782 -0.72398 0.003
P 2.13991 -1.10333 -0.54673 0.191
H 0.58833 -2.88141 -0.25060 0.003
H 2.23636 -3.44771 0.08417 0.002
C 2.87398 -1.68617 -2.14062 0.027
C 3.48748 -0.56885 0.60021 0.044
C -1.26763 3.35001 -0.04909 0.044
C -1.79751 2.16988 -2.77981 0.027
C -1.50333 0.97189 -3.68259 0.031
H -1.12073 3.00172 -3.04494 0.001
C -3.24710 2.60817 -3.02250 0.006
H -3.92900 1.75428 -2.92584 0.001
H -3.32333 2.97085 -4.05635 0.002
H -3.58765 3.41299 -2.36510 0.000
H -0.53426 0.50822 -3.47154 0.023
H -1.49765 1.30939 -4.72806 0.001
H -2.28172 0.20432 -3.58444 0.002
H -1.29131 2.99077 0.99424 0.005
C -2.43228 4.31781 -0.28777 0.010
C 0.05015 4.07902 -0.27048 0.034
H -3.42137 3.86811 -0.14393 0.001
H -2.37827 4.75404 -1.29385 0.001
H -2.34634 5.14761 0.42884 0.003
H 0.90404 3.45719 0.00858 0.029
H 0.07428 4.98021 0.35690 0.001
H 0.16611 4.39766 -1.31505 0.001
H 2.97475 -0.52278 1.57656 0.005
C 3.99977 0.82574 0.26622 0.034
C 4.67073 -1.53997 0.68476 0.010
H 4.38496 -2.57022 0.92597 0.001
H 5.34579 -1.19600 1.48190 0.003
H 5.24724 -1.53617 -0.24964 0.001
H 3.20282 1.57132 0.32190 0.029
H 4.45322 0.86162 -0.73335 0.001
H 4.77323 1.10875 0.99297 0.001
C 1.80441 -1.76485 -3.23023 0.031
C 3.59750 -3.03723 -2.08301 0.007
H 3.60306 -0.89794 -2.40059 0.001
H 2.87486 -3.85759 -1.99129 0.001
H 4.33282 -3.11774 -1.27759 0.000
H 4.13059 -3.17707 -3.03299 0.002
H 1.18319 -2.66149 -3.10804 0.002
H 2.30049 -1.83370 -4.20813 0.001
H 1.14649 -0.89007 -3.24554 0.023
C 2.77299 3.06993 -1.92976 0.089
H 2.65132 3.09778 -0.85051 0.012
H 3.81714 2.89802 -2.20451 0.009
H 2.42517 3.99831 -2.39044 0.009
C -2.98102 -3.57016 0.28748 0.002
O -0.64665 -0.70636 0.45962 0.449
H -3.69453 -4.34491 0.59029 0.000
H -2.12932 -4.03957 -0.21616 0.000
H -3.47039 -2.88025 -0.40809 0.000
```

HOMO level (alpha / beta) = -3.34 / -7.05 eV
total charge = 0
2S+1 = 5
DFT total energy = -78931.1640 eV
Kohn-Sham gap (alpha / beta) = 3.736 / 4.357 eV

***

# 3
The following is a quantum chemistry calculation of the molecule C2H3ClF2 in a non-equilibrium geometry, from the Open Molecules 2025 dataset.

XYZ file:
```
8
Properties=species:S:1:pos:R:3:nbo_charge:R:1
C 0.21143 -0.42416 0.61680 0.009
C -0.47761 0.22641 -0.61336 0.143
H 0.82126 -1.24905 0.39878 0.196
H -0.60402 -0.54527 1.35688 0.186
H -1.00619 1.22976 -0.30196 0.234
F 1.14993 0.51086 1.26904 -0.389
F -0.84930 -0.94479 -1.23861 -0.319
Cl 0.75449 1.19624 -1.48757 -0.060
```

SMILES = FC[C@H](F)Cl
HOMO level = -11.09 eV
total charge = 0
DFT total energy = -20078.5339 eV
Kohn-Sham gap = 12.018 eV

***

# 4
The following is a quantum chemistry calculation of a structure of composition C32H46N2P2S5Y, from the Open Molecules 2025 dataset.

XYZ file:
```
88
Properties=species:S:1:pos:R:3:mulliken_charge:R:1
Y 0.19970 -0.24970 -0.12030 -0.322
C 0.05390 0.08130 -3.43790 -1.200
N 1.08650 -0.46120 -2.53470 1.724
C 2.32290 0.35010 -2.66360 -1.695
C 3.20100 0.35450 -1.40700 -0.956
N 2.49960 0.92260 -0.23960 2.128
C 2.46760 2.38830 -0.34520 -1.161
C 3.14920 0.62220 1.03240 -0.372
C 4.53640 0.62400 1.13100 -0.487
C 5.17900 0.48000 2.34670 -0.992
C 4.43140 0.30690 3.49760 -0.679
C 3.05510 0.27870 3.41770 -1.047
C 2.39290 0.44630 2.20230 1.054
S 0.62900 0.47080 2.28040 -0.569
C 1.41830 -1.85470 -2.82710 -0.274
C 1.41730 -2.33520 -4.13250 -0.658
C 1.81950 -3.62650 -4.42670 -0.852
C 2.26130 -4.46000 -3.41100 -0.720
C 2.25720 -4.00370 -2.11030 -1.127
C 1.82010 -2.71530 -1.79410 1.079
S 1.82780 -2.28070 -0.09100 -0.335
H 0.44650 0.29920 -4.43630 0.501
H -0.33940 1.01460 -3.01920 0.099
H -0.75750 -0.64050 -3.53850 0.399
H 2.02870 1.37550 -2.90380 0.627
H 2.92500 -0.03590 -3.49720 0.338
H 4.09930 0.93440 -1.65550 0.576
H 3.50650 -0.66880 -1.17570 0.766
H 3.48490 2.79910 -0.36200 0.299
H 1.93970 2.79180 0.51850 -0.149
H 1.93780 2.68530 -1.24990 0.131
H 5.14290 0.75490 0.24860 0.392
H 6.25530 0.50910 2.39290 0.441
H 4.92170 0.19700 4.45140 0.418
H 2.46010 0.13290 4.30520 0.527
H 1.10980 -1.69760 -4.94640 0.430
H 1.82050 -3.96870 -5.45080 0.425
H 2.60440 -5.45920 -3.63070 0.429
H 2.60320 -4.62850 -1.30210 0.539
C 1.36220 6.24580 1.52550 -0.631
C 0.45000 5.50590 2.49030 -0.863
S 0.25930 3.73590 2.07380 0.145
C -1.46400 3.65560 1.50270 -0.184
C -1.68080 4.27930 0.14070 -0.929
S -0.74030 3.41180 -1.16460 0.356
C -0.02400 4.85850 -2.02960 -1.203
C 1.10420 5.57910 -1.30440 0.110
S 0.54450 6.78510 -0.02630 -0.149
H 2.22790 5.63500 1.27090 0.290
H 1.70480 7.16900 1.99580 0.459
H -0.54080 5.95750 2.54080 0.366
H 0.89330 5.51530 3.48790 0.503
H -2.09260 4.14440 2.24940 0.595
H -1.67120 2.58110 1.49500 -0.695
H -1.32960 5.31120 0.12850 0.396
H -2.73550 4.25400 -0.13700 0.505
H -0.84690 5.54280 -2.24110 0.552
H 0.34920 4.45920 -2.97550 0.410
H 1.64250 6.17780 -2.04170 0.517
H 1.78840 4.88150 -0.82810 -0.382
C -4.04530 1.70860 0.02120 -1.828
P -2.77140 0.37830 0.00960 1.899
C -3.48250 -0.59810 -1.38680 -1.176
C -3.26960 -0.61910 1.46280 0.386
C -4.07660 -0.08100 2.46210 -0.791
C -4.45200 -0.84400 3.55430 -0.876
C -4.03390 -2.15790 3.66150 -0.915
C -3.21850 -2.69860 2.68600 -0.697
C -2.80630 -1.93590 1.59900 0.109
P -1.61030 -2.61290 0.38850 1.516
C -2.64470 -3.86030 -0.49800 -1.497
C -0.61180 -3.73260 1.44460 -1.640
H -3.90980 2.38860 0.85940 0.396
H -5.04230 1.26510 0.06000 0.540
H -3.93550 2.27120 -0.90610 0.423
H -4.34350 -1.17530 -1.04970 0.397
H -2.72910 -1.26560 -1.80940 0.192
H -3.80250 0.10010 -2.15990 0.532
H -4.42020 0.93890 2.40570 0.349
H -5.08330 -0.41200 4.31510 0.431
H -4.33340 -2.75840 4.50670 0.422
H -2.89850 -3.72540 2.78570 0.286
H -3.06650 -4.55440 0.22810 0.444
H -2.01130 -4.40040 -1.20290 0.437
H -3.45630 -3.39280 -1.05030 0.402
H -1.21220 -4.50660 1.92390 0.585
H -0.10300 -3.12320 2.19770 0.386
H 0.13710 -4.21120 0.81100 0.401
```

HOMO level = -9.90 eV
total charge = +1
DFT total energy = -110706.2625 eV
Kohn-Sham gap = 7.620 eV

***

# 5
The following is a quantum chemistry calculation of a structure of composition C2H35O16 in a non-equilibrium geometry, from the Open Molecules 2025 dataset.

XYZ file:
```
53
Properties=species:S:1:pos:R:3:nbo_charge:R:1
C 0.93629 -0.10999 0.31728 -0.741
C -0.48980 -0.57412 0.03344 -0.143
O -1.41902 0.12311 -0.68331 -0.866
H 1.38995 -0.83660 0.99132 0.241
H 0.98802 0.84889 0.83302 0.297
H 1.65378 -0.16729 -0.50127 0.199
H -0.93853 -0.63241 1.02507 0.149
H -0.50145 -1.61858 -0.27808 0.204
O -3.09757 0.74985 0.61780 -0.997
H -2.23770 0.53742 0.25485 0.452
H -3.56481 1.17184 -0.10320 0.460
O -2.69258 -1.75276 -0.67420 -0.958
H -1.98681 -1.15581 -0.92276 0.468
H -2.93640 -2.18920 -1.49047 0.472
O 2.22393 2.39195 1.78637 -0.974
H 2.25999 3.30944 1.51591 0.441
H 2.14688 1.90309 0.96703 0.459
O 0.02762 0.67812 2.77913 -0.975
H -0.82130 0.24735 2.87928 0.459
H -0.17960 1.61203 2.74598 0.471
O 2.35661 2.05370 -0.28492 -0.966
H 1.47305 1.77617 -0.52685 0.532
H 2.61562 2.66097 -0.97800 0.494
O 3.25180 -0.11234 -0.71723 -0.942
H 3.07097 0.80392 -0.50742 0.470
H 2.47718 -0.40613 -1.19669 0.423
O -0.41194 2.01330 0.18173 -0.994
H -1.19026 2.51282 -0.06509 0.467
H -0.55126 1.14715 -0.20114 0.467
O 0.95601 -2.88117 -0.59635 -0.931
H 0.62931 -2.03765 -0.28334 0.454
H 0.38680 -3.52843 -0.18006 0.465
O -2.17056 -0.31602 2.37657 -0.894
H -1.74605 -0.22973 1.52301 0.466
H -2.41564 0.57823 2.61422 0.510
O 2.14018 -1.99005 -2.25944 -0.907
H 2.94691 -1.47489 -2.26559 0.468
H 1.45660 -1.36267 -2.02418 0.449
O -2.17702 -2.38625 1.68442 -1.001
H -2.07959 -1.47951 1.97521 0.434
H -2.08738 -2.34391 0.73237 0.462
O 0.72604 1.49696 -1.77311 -0.932
H 0.05850 0.95906 -1.34736 0.493
H 0.34276 2.37343 -1.80629 0.477
O 3.66354 -0.47552 2.40193 -0.939
H 2.76138 -0.61560 2.11432 0.470
H 3.59412 0.17305 3.10249 0.470
O -3.18253 0.23098 -2.34023 -0.947
H -2.25477 0.22472 -2.10475 0.486
H -3.38018 1.15155 -2.51261 0.443
O -0.67897 -0.84060 -2.62447 -0.974
H -0.49849 -1.76197 -2.43807 0.468
H -0.84361 -0.44992 -1.76628 0.438
```

HOMO level = -6.44 eV
total charge = -1
DFT total energy = -35389.8464 eV
Kohn-Sham gap = 8.698 eV